w | Below is a structure of composition C34H51AsBaF5N10O4P2Se, with properties calculated with wB97M-V/def2-TZVPD.

Geometry as ORCA input:
```
! RIJCOSX wB97M-V def2-TZVPD def2/J DEFGRID3
* xyz -1 1
Ba -0.646 -0.380 -0.519
C -1.876 3.659 -0.192
N -1.544 2.580 0.734
C -0.401 2.835 1.622
P -2.658 1.500 1.268
O -2.053 0.202 1.623
O -3.664 1.373 -0.023
P -3.925 0.127 -1.056
O -2.777 -0.099 -1.949
N -5.254 0.497 -1.943
C -5.062 1.398 -3.082
C -6.558 0.608 -1.309
N -4.210 -1.133 -0.054
C -4.943 -1.003 1.196
C -3.911 -2.512 -0.461
N -3.655 2.012 2.463
C -4.365 3.273 2.341
C -3.650 1.394 3.781
H -2.294 4.532 0.323
H -2.561 3.306 -0.956
H -0.954 3.946 -0.697
H -0.603 3.652 2.324
H 0.461 3.080 0.998
H -0.143 1.932 2.177
H -4.056 1.275 -3.476
H -5.210 2.446 -2.798
H -5.784 1.144 -3.860
H -6.670 -0.151 -0.539
H -7.331 0.443 -2.061
H -6.720 1.596 -0.861
H -5.094 0.043 1.454
H -4.375 -1.472 2.002
H -5.921 -1.494 1.133
H -3.293 -2.543 -1.357
H -4.831 -3.074 -0.647
H -3.354 -3.004 0.341
H -4.395 3.590 1.299
H -3.893 4.064 2.932
H -5.396 3.154 2.687
H -3.027 0.504 3.764
H -4.668 1.113 4.069
H -3.257 2.084 4.533
N 1.224 -1.512 2.715
C 0.675 -2.646 2.200
N 0.532 -3.670 3.056
C -0.085 -4.730 2.518
N -0.323 -5.778 3.387
N -0.503 -4.873 1.280
C -0.281 -3.802 0.459
N 0.303 -2.648 0.922
C -0.651 -3.933 -0.908
C -1.272 -5.131 -1.380
C -1.619 -5.243 -2.694
C -1.366 -4.179 -3.588
C -0.791 -3.035 -3.064
N -0.448 -2.894 -1.786
H 1.697 -1.635 3.595
H 1.657 -0.837 2.095
H 0.288 -5.789 4.186
H -0.465 -6.662 2.927
H -1.447 -5.933 -0.678
H -2.085 -6.153 -3.055
H -1.612 -4.249 -4.638
H -0.584 -2.177 -3.700
C -0.336 2.697 -3.890
O -0.579 2.083 -2.643
C 0.562 1.925 -1.774
C 1.590 3.009 -1.938
H 0.437 2.156 -4.452
H -0.023 3.741 -3.796
H -1.266 2.666 -4.464
H 1.170 4.030 -1.834
H 2.132 2.998 -2.900
H 2.334 2.885 -1.148
C 3.812 -2.915 -2.782
As 2.872 -1.639 -1.628
C 3.745 -2.181 0.040
C 3.935 0.010 -1.965
C 5.414 -0.162 -2.042
C 6.044 -0.486 -3.244
C 7.417 -0.677 -3.308
C 8.193 -0.546 -2.164
C 7.580 -0.218 -0.962
C 6.207 -0.026 -0.900
H 4.890 -2.869 -2.634
H 3.574 -2.718 -3.828
H 3.448 -3.910 -2.526
H 4.806 -2.385 -0.113
H 3.250 -3.079 0.413
H 3.638 -1.389 0.781
H 3.657 0.672 -1.143
H 3.528 0.454 -2.876
H 5.443 -0.589 -4.142
H 7.882 -0.926 -4.255
H 9.265 -0.693 -2.211
H 8.175 -0.103 -0.064
H 5.735 0.249 0.038
F 2.371 4.938 6.279
C 2.561 4.120 5.228
C 2.479 4.603 3.937
F 2.210 5.906 3.736
C 2.674 3.752 2.864
F 2.602 4.301 1.639
C 2.954 2.392 3.012
Se 3.219 1.248 1.547
C 3.032 1.948 4.335
F 3.286 0.658 4.604
C 2.842 2.781 5.422
F 2.921 2.301 6.676
*
```

E_LUMO   1.526 eV
Frontier orbital gap   2.1349 eV
HOMO level   -0.6 eV

x | Below is a structure of composition C34H51AsBaF5N10O4P2Se, with properties calculated with wB97M-V/def2-TZVPD.

Geometry as ORCA input:
```
! RIJCOSX wB97M-V def2-TZVPD def2/J DEFGRID3
* xyz -1 1
Ba 0.592 0.789 0.557
C 3.375 -1.160 3.087
N 1.951 -1.234 2.790
C 1.470 -2.522 2.289
P 0.836 -0.292 3.559
O -0.347 -0.033 2.702
O 1.688 1.112 3.816
P 1.472 2.604 3.129
O 1.818 2.569 1.699
N 2.449 3.680 3.908
C 3.853 3.711 3.510
C 2.218 4.004 5.304
N -0.117 2.902 3.390
C -0.817 2.511 4.597
C -0.873 3.781 2.492
N 0.350 -0.760 5.058
C 1.329 -1.054 6.087
C -1.018 -1.165 5.334
H 3.643 -1.765 3.962
H 3.673 -0.125 3.226
H 3.905 -1.533 2.211
H 1.569 -3.314 3.039
H 2.048 -2.767 1.398
H 0.429 -2.436 1.975
H 3.933 3.422 2.465
H 4.458 3.029 4.118
H 4.232 4.726 3.638
H 1.150 4.058 5.507
H 2.653 4.983 5.514
H 2.674 3.270 5.979
H -0.211 1.834 5.195
H -1.741 1.995 4.327
H -1.074 3.386 5.206
H -0.320 3.993 1.578
H -1.105 4.728 2.987
H -1.804 3.284 2.210
H 2.291 -0.611 5.829
H 1.466 -2.132 6.219
H 1.004 -0.626 7.039
H -1.636 -0.965 4.463
H -1.406 -0.606 6.191
H -1.063 -2.233 5.565
N -2.472 -1.530 0.019
C -2.932 -0.258 -0.132
N -4.259 -0.092 0.012
C -4.649 1.188 -0.069
N -5.996 1.406 0.150
N -3.906 2.245 -0.307
C -2.572 1.991 -0.482
N -2.064 0.716 -0.377
C -1.727 3.088 -0.811
C -2.256 4.412 -0.900
C -1.421 5.447 -1.207
C -0.044 5.217 -1.437
C 0.412 3.915 -1.310
N -0.377 2.893 -1.006
H -3.177 -2.244 -0.057
H -1.576 -1.807 -0.369
H -6.573 0.599 -0.022
H -6.333 2.275 -0.230
H -3.309 4.570 -0.727
H -1.822 6.452 -1.277
H 0.634 6.016 -1.704
H 1.461 3.674 -1.465
C 5.127 0.828 -0.060
O 3.833 0.601 0.431
C 3.049 -0.466 -0.206
C 3.937 -1.540 -0.757
H 5.124 1.044 -1.137
H 5.811 -0.013 0.104
H 5.537 1.701 0.458
H 4.649 -1.951 -0.017
H 4.549 -1.247 -1.626
H 3.307 -2.371 -1.080
C 0.026 1.138 -5.113
As 0.236 0.257 -3.349
C -1.320 -0.914 -3.495
C 1.625 -1.105 -3.769
C 1.490 -1.790 -5.086
C 2.044 -1.253 -6.247
C 1.890 -1.882 -7.473
C 1.174 -3.066 -7.565
C 0.622 -3.615 -6.416
C 0.778 -2.987 -5.191
H -0.091 0.422 -5.928
H 0.884 1.778 -5.320
H -0.864 1.766 -5.060
H -1.423 -1.309 -4.507
H -2.208 -0.338 -3.233
H -1.227 -1.749 -2.800
H 1.556 -1.824 -2.951
H 2.590 -0.607 -3.663
H 2.606 -0.327 -6.185
H 2.333 -1.444 -8.360
H 1.055 -3.560 -8.521
H 0.069 -4.545 -6.469
H 0.361 -3.432 -4.294
F -0.235 -8.644 2.141
C -0.131 -7.533 1.393
C 1.079 -6.873 1.279
F 2.157 -7.353 1.920
C 1.173 -5.730 0.506
F 2.386 -5.164 0.420
C 0.089 -5.187 -0.182
Se 0.229 -3.635 -1.259
C -1.112 -5.887 -0.045
F -2.219 -5.454 -0.660
C -1.232 -7.032 0.721
F -2.409 -7.666 0.824
*
```

E_LUMO (spin up / spin down)   1.614 / 1.614 eV
Frontier orbital gap (spin up / spin down)   4.1537 / 4.1028 eV
HOMO level (spin up / spin down)   -2.5 / -2.5 eV

Which of them is the least stable? Correct choice: w.

w | Below is the molecule C5H9F, with properties calculated with wB97M-V/def2-TZVPD.

Geometry as ORCA input:
```
! RIJCOSX wB97M-V def2-TZVPD def2/J DEFGRID3
* xyz 0 1
C 2.693 0.032 -0.256
C 1.396 -0.536 0.386
C 0.107 0.045 -0.212
C -0.762 1.174 0.163
C -1.276 -0.186 0.382
H 2.762 1.182 -0.273
H 3.604 -0.359 0.271
H 2.753 -0.270 -1.349
H 1.484 -0.402 1.446
H 1.264 -1.590 0.071
H 0.043 0.039 -1.303
H -1.158 1.695 -0.733
H -0.589 1.931 0.958
H -1.466 -0.651 1.334
F -2.405 -0.528 -0.355
*
```

E_LUMO   1.154 eV
Frontier orbital gap   11.3052 eV
HOMO level   -10.2 eV

x | Below is the molecule C5H9F, with properties calculated with wB97M-V/def2-TZVPD.

Geometry as ORCA input:
```
! RIJCOSX wB97M-V def2-TZVPD def2/J DEFGRID3
* xyz 0 1
C -1.625 0.803 0.500
C -0.846 -0.059 -0.503
C 0.554 -0.437 -0.105
C 1.639 0.487 -0.452
C 0.639 -1.506 0.617
H -1.668 0.378 1.529
H -2.628 0.973 0.138
H -1.123 1.764 0.627
H -0.815 0.446 -1.480
H 2.648 0.236 0.054
H 1.423 1.549 -0.346
H 1.874 0.434 -1.601
H 1.590 -1.707 1.102
H -0.217 -2.058 0.698
F -1.445 -1.306 -0.778
*
```

E_LUMO   1.021 eV
Frontier orbital gap   10.5278 eV
HOMO level   -9.5 eV

Which of them is the least stable? Correct choice: w.

w | Below is a cluster of 2 separate species, C9H19NOS in total, with properties calculated with wB97M-V/def2-TZVPD.

Geometry as ORCA input:
```
! RIJCOSX wB97M-V def2-TZVPD def2/J DEFGRID3
* xyz 0 1
C 1.209 -2.366 0.274
C 2.618 -2.289 0.717
C 1.467 -2.525 1.730
C 1.559 2.860 0.058
C -0.875 3.069 -1.077
C -2.254 -0.571 -1.181
C -1.694 -1.810 0.905
C 0.268 2.171 -0.564
C -1.326 -1.591 -0.562
N -0.180 1.434 0.571
O 0.758 -0.529 -1.650
S 0.388 -0.954 -0.282
H 3.192 -3.087 0.390
H 3.039 -1.380 0.688
H 1.259 -1.890 2.485
H 1.548 -3.455 2.154
H 2.280 2.149 0.392
H 2.064 3.378 -0.652
H 1.349 3.589 0.784
H -0.957 3.850 -0.449
H -1.865 2.566 -1.244
H -0.539 3.417 -1.998
H -2.238 -0.720 -2.211
H -3.225 -0.681 -0.885
H -2.049 0.531 -0.944
H -1.283 -1.196 1.643
H -1.401 -2.927 1.261
H -2.828 -1.781 0.975
H 0.668 1.687 -1.488
H -1.252 -2.556 -1.273
H 0.299 1.604 1.436
*
```

E_LUMO (spin up / spin down)   -0.706 / -0.167 eV
Frontier orbital gap (spin up / spin down)   7.6169 / 7.7287 eV
HOMO level (spin up / spin down)   -8.3 / -7.9 eV

x | Below is the molecule C9H19NOS, with properties calculated with wB97M-V/def2-TZVPD.

Geometry as ORCA input:
```
! RIJCOSX wB97M-V def2-TZVPD def2/J DEFGRID3
* xyz 0 1
S 2.505 -1.372 0.918
O -0.183 -0.865 0.775
C 1.102 -0.489 1.077
N 1.348 0.675 1.666
C 1.210 3.438 0.485
C 0.134 -0.634 -2.785
C -0.828 -3.201 0.824
C 0.295 1.638 2.049
C -0.043 2.732 0.977
C -1.136 -0.428 -1.910
C -1.521 -1.682 -1.046
C -0.381 -2.030 -0.050
H 2.341 0.989 1.615
H 0.922 4.356 -0.092
H 1.813 2.846 -0.207
H 1.828 3.759 1.318
H 0.374 0.250 -3.408
H 1.007 -0.825 -2.173
H 0.019 -1.493 -3.408
H -0.072 -3.457 1.524
H -0.987 -4.074 0.160
H -1.751 -3.028 1.375
H -0.651 1.106 2.333
H 0.588 2.130 2.988
H -0.554 2.324 0.125
H -0.708 3.459 1.427
H -1.993 -0.176 -2.562
H -1.007 0.444 -1.232
H -2.432 -1.523 -0.496
H -1.732 -2.532 -1.648
H 0.495 -2.334 -0.619
*
```

E_LUMO   0.820 eV
Frontier orbital gap   8.9500 eV
HOMO level   -8.1 eV

Which of them is the least stable? Correct choice: w.